C56H80KO5PSSb2Si2 | ωB97M-V with the def2-TZVPD basis set

```
148
Properties=species:S:1:pos:R:3
K -0.35690 -0.47503 0.55597
C 1.49767 4.26203 0.11709
Si 0.21499 3.47909 1.34072
C -1.07902 4.95959 1.45573
C 1.27216 3.64466 2.93436
C 1.47722 4.88151 3.53545
C 2.22873 5.02959 4.68769
C 2.77268 3.90289 5.27462
C 2.60184 2.66862 4.66669
C 1.87681 2.51218 3.49178
Si 1.69961 0.78431 2.61147
C 3.43154 -0.08329 2.85005
C 0.69184 -0.07843 4.03596
H 1.89310 5.21531 0.47799
H 1.06424 4.44359 -0.86701
H 2.34574 3.58827 -0.00364
H -0.69787 5.85601 1.94772
H -1.97457 4.65746 2.00172
H -1.40322 5.27197 0.46018
H 1.05767 5.77679 3.09079
H 2.37206 6.01350 5.13175
H 3.33475 3.99100 6.20048
H 3.04594 1.79858 5.13849
H 3.87723 0.01408 3.84246
H 4.15155 0.29319 2.12141
H 3.30577 -1.14829 2.66082
H 1.21281 -0.11111 4.99622
H 0.45331 -1.09953 3.75610
H -0.24803 0.44832 4.19649
C 0.95776 0.33225 -2.12508
C 0.87473 0.28790 -3.63767
C -0.36319 1.00720 -4.14126
Sb -2.10393 0.47024 -2.93963
C -3.42664 0.87202 -4.60904
C -4.53796 0.06790 -4.89573
C -5.53906 0.50929 -5.73120
C -5.48794 1.79155 -6.28205
C -4.41323 2.62383 -5.96172
C -3.41711 2.17393 -5.12976
C -1.85317 -1.63347 -3.28839
C -1.32456 -2.15858 -4.46186
C -0.96574 -3.49359 -4.53589
C -1.15614 -4.33022 -3.44920
C -1.70480 -3.81921 -2.28251
C -2.03333 -2.48076 -2.20700
Sb 2.87883 -0.19559 -1.27253
C 3.87773 1.36694 -2.47177
C 3.23377 2.58101 -2.67564
C 3.85124 3.63140 -3.33013
C 5.15351 3.50041 -3.78330
C 5.82246 2.30466 -3.57240
C 5.19149 1.26212 -2.91267
C 3.18101 -1.70643 -2.83775
C 3.62462 -1.44027 -4.13177
C 3.69844 -2.44426 -5.08290
C 3.33210 -3.74267 -4.76491
C 2.90057 -4.02426 -3.47825
C 2.83882 -3.01830 -2.53057
H 0.28002 -0.40120 -1.70690
H 0.68046 1.31569 -1.74485
H 0.84856 -0.75788 -3.95977
H 1.76732 0.74953 -4.08089
H -0.55624 0.78930 -5.19596
H -0.23101 2.08540 -4.03839
H -4.56951 -0.93191 -4.47296
H -6.37898 -0.13791 -5.96370
H -6.27902 2.13663 -6.93724
H -4.37961 3.62778 -6.37021
H -2.58672 2.82356 -4.88490
H -1.18371 -1.50870 -5.31933
H -0.51225 -3.88330 -5.44024
H -0.87188 -5.37357 -3.50458
H -1.82237 -4.45435 -1.42153
H -2.42807 -2.08022 -1.27852
H 2.22525 2.70871 -2.31217
H 3.31477 4.56174 -3.47716
H 5.64423 4.31434 -4.30759
H 6.84585 2.20132 -3.91721
H 5.72671 0.33017 -2.76150
H 3.90016 -0.42941 -4.40874
H 4.03020 -2.21253 -6.08891
H 3.37822 -4.52554 -5.51319
H 2.59375 -5.03022 -3.22018
H 2.47751 -3.25102 -1.54262
O -2.50294 -0.21915 1.17256
P -3.80423 -0.25152 1.86381
C -4.93819 0.72229 0.73182
C -6.27574 1.33394 1.13984
C -7.47688 0.41555 0.94006
C -7.51690 -0.12152 -0.48569
C -6.23151 -0.88133 -0.79167
C -5.02471 0.03245 -0.62784
C -4.27467 -2.05903 2.04188
C -5.61433 -2.49734 2.63322
C -5.61485 -2.67141 4.14962
C -4.47519 -3.57036 4.60860
C -3.15268 -2.96979 4.14585
C -3.12272 -2.87624 2.62592
C -3.64780 0.65863 3.48204
C -3.06720 2.03740 3.17595
C -2.68509 2.76213 4.46757
C -3.79380 2.68121 5.53380
C -5.09515 2.16631 4.92721
C -4.88173 0.74871 4.39534
H -4.22602 1.54783 0.58658
H -6.42209 2.21146 0.50239
H -6.24529 1.68131 2.17231
H -8.39403 0.97023 1.15975
H -7.43154 -0.42120 1.63895
H -7.61863 0.71132 -1.18450
H -8.38317 -0.77588 -0.61232
H -6.25164 -1.25351 -1.81832
H -6.15475 -1.74121 -0.12377
H -5.06479 0.80294 -1.40248
H -4.10071 -0.52623 -0.78293
H -4.29143 -2.28528 0.96477
H -5.86885 -3.45953 2.17588
H -6.39747 -1.78886 2.36117
H -6.58092 -3.08317 4.46005
H -5.50070 -1.70181 4.62677
H -4.59454 -4.56854 4.18029
H -4.49758 -3.66786 5.69764
H -2.31679 -3.58828 4.47536
H -3.02733 -1.98116 4.59009
H -3.19779 -3.89189 2.22653
H -2.16649 -2.47077 2.29554
H -2.85281 0.08955 3.97938
H -3.78897 2.63330 2.61499
H -2.17101 1.92697 2.55793
H -2.46889 3.80119 4.22171
H -1.75943 2.33416 4.85295
H -3.96134 3.66144 5.98539
H -3.50006 2.00015 6.33703
H -5.42095 2.83446 4.12892
H -5.88592 2.14869 5.68383
H -5.78362 0.41256 3.87941
H -4.73188 0.09935 5.26251
O -2.54707 2.58402 -0.59843
H -2.05060 3.36853 -0.33493
H -2.14838 1.88503 -0.06379
C 2.41079 -3.75025 1.30485
S 0.81152 -3.16767 0.64667
O 0.25931 -4.30868 -0.05521
O 0.02389 -2.74801 1.79715
O 1.10789 -2.01468 -0.22284
H 2.19072 -4.21582 2.25701
H 3.07226 -2.90108 1.41772
H 2.80465 -4.47389 0.60132
```

Values from the calculation:
- 2S+1 = 1
- orbital gap (eV) = 2.91
- strongest force on any atom (eV Å⁻¹) = 2.15
- relative energy (zero: lowest compared OMol25 entry of this formula, charge and spin) (kJ/mol) = 220.2
- total energy (Eh) = -4957.071635
- charge = -2